A cluster of 2 separate species, C5H9Cl2N in total at a distorted geometry. Source: the OMol25 dataset; level of theory: wB97M-V/def2-TZVPD.

Output
LUMO level (alpha / beta) (eV): 0.06 / 0.06
HOMO (alpha / beta) (eV): -7.1 / -7.0
HOMO-LUMO gap (alpha / beta) (eV): 7.13 / 7.11

Atoms and positions in Å:
C (-0.21278, -0.62287, -0.25208)
N (-0.83753, 0.47686, -0.67529)
H (2.85487, -1.10390, 1.76478)
H (1.79784, -2.14693, 2.65849)
Cl (-1.05752, -2.10505, -0.02029)
Cl (1.56596, 1.03046, 1.67287)
H (1.76885, -2.34158, 0.80394)
H (-2.57919, -0.51598, -1.54976)
H (-2.24233, 1.33554, -1.94569)
H (0.91240, 1.41497, -0.26097)
C (0.14496, 1.59732, -0.97619)
H (-2.87229, 0.73091, -0.30240)
C (1.93948, -1.60381, 1.70663)
C (0.91710, -0.56777, 1.58519)
H (0.57593, 1.53116, -2.00960)
H (-0.52074, 2.41515, -0.95336)
C (-2.15501, 0.47550, -1.24628)

A structure of composition C16H30N6S2Sc at a distorted geometry. Source: the OMol25 dataset; level of theory: wB97M-V/def2-TZVPD.

Output
LUMO level (eV): -1.89
HOMO (eV): -9.5
Net charge: +1
HOMO-LUMO gap (eV): 7.57

Atoms and positions in Å:
H (-0.68714, -5.49430, -0.87782)
H (1.95887, -5.26768, -0.30245)
H (-2.57863, 1.06862, -0.26256)
C (-2.02649, 0.75453, -3.86628)
H (3.06202, 0.92253, 3.16676)
N (-1.24216, -2.81794, 0.33083)
H (-1.31016, 4.09785, 1.60788)
C (-1.99285, -4.05577, 0.15473)
C (1.21540, 3.52197, 0.74036)
H (-2.67991, -4.21309, 0.98743)
H (-1.34260, 0.49486, -1.84825)
H (-1.01405, 0.32577, 2.81063)
H (-0.40509, 3.15977, -0.46677)
H (-2.50326, -0.58635, -0.74536)
C (-0.86998, -5.10646, 0.12756)
H (-1.64101, -1.88249, 0.40266)
H (-1.06366, -5.94775, 0.79202)
H (2.65724, 2.42476, -0.42487)
N (-1.06409, 0.61755, -2.94246)
H (3.29396, 3.12826, 1.06595)
N (-0.27564, 0.97486, 2.56288)
H (-2.03162, 2.58637, 1.03432)
C (0.24485, 0.64321, -3.22352)
N (2.19317, 1.30617, 1.26450)
C (0.61274, 0.82029, -4.56928)
N (-0.05721, 2.82522, 0.42529)
H (1.66348, 0.84259, -4.81881)
H (-3.03708, 0.71449, -3.48093)
S (1.19024, -1.83965, 0.98510)
C (-1.71594, 0.93076, -5.18786)
H (2.92875, 0.67545, 0.96639)
C (-0.35758, 0.96143, -5.53105)
H (-2.56482, -4.03803, -0.77085)
H (1.07590, -0.41100, 3.31308)
C (-0.75739, 2.36323, 2.75330)
S (1.43435, 0.45114, -1.97354)
C (-1.12404, 3.03262, 1.43622)
H (1.35174, 4.37658, 0.07558)
C (2.43277, 2.61279, 0.62446)
H (-0.06378, 1.09895, -6.56362)
H (1.14384, 3.93784, 1.74611)
H (0.03013, 2.92724, 3.25444)
H (-1.61766, 2.39139, 3.42464)
C (2.16011, 1.36823, 2.74254)
N (0.29557, -4.35215, 0.58757)
H (2.29633, -4.27948, 1.13377)
C (-1.86665, 0.23444, -0.37794)
H (-2.49451, 1.04185, -5.92653)
H (0.83292, 0.96820, 4.38687)
H (1.52147, -5.86457, 1.31341)
C (0.93945, 0.66870, 3.33824)
C (1.59518, -4.97710, 0.68566)
C (0.03809, -3.04403, 0.61964)
H (2.18053, 2.41781, 3.04129)
Sc (0.03590, 0.48955, 0.25867)

A cluster of 2 separate species, CHBrN2O3 in total at a distorted geometry. Source: the OMol25 dataset; level of theory: wB97M-V/def2-TZVPD.

Output
LUMO level (alpha / beta) (eV): -0.58 / -2.56
HOMO (alpha / beta) (eV): -8.6 / -11.3
⟨S²⟩: 2.0121
Spin multiplicity: 3
HOMO-LUMO gap (alpha / beta) (eV): 7.98 / 8.71

Atoms and positions in Å:
N (-0.26939, 0.01462, -1.79783)
O (-0.43467, -0.95675, 1.73344)
Br (-1.72214, 1.23487, 0.32644)
C (0.03796, 0.73195, 0.07064)
O (1.53978, -0.89074, 0.80667)
N (0.42033, -0.46812, 0.99807)
H (0.75536, 1.45910, -0.21010)
O (-0.32723, -1.12493, -1.92732)

A cluster of 11 separate species, C44H88O33 in total at a distorted geometry. Source: the OMol25 dataset; level of theory: wB97M-V/def2-TZVPD.

Output
SMILES: CCOC(=O)OC.CCOC(=O)OC.CCOC(=O)OC.CCOC(=O)OC.CCOC(=O)OC.CCOC(=O)OC.CCOC(=O)OC.CCOC(=O)OC.CCOC(=O)OC.CCOC(=O)OC.CCOC(=O)OC
LUMO level (eV): 0.53
HOMO (eV): -10.6
HOMO-LUMO gap (eV): 11.14

Atoms and positions in Å:
H (0.87173, -5.07551, 0.92352)
H (-11.50945, -3.46927, 3.94572)
C (0.71623, -0.36065, -9.06807)
O (-8.67317, -0.85996, 2.19190)
H (5.13668, 1.15174, 5.27305)
H (7.23438, 0.82600, -0.52693)
O (2.87699, -0.67614, 1.74859)
O (1.04921, -2.13189, -1.72186)
H (4.29299, 2.37572, 3.23288)
H (-7.63918, 0.80641, 2.89886)
H (-3.04634, 5.01385, -0.00768)
O (3.08984, 2.04098, -4.69846)
H (4.01458, 2.32723, 5.92734)
H (1.37324, 2.81856, -0.40251)
H (-4.40604, -1.74549, 2.14813)
C (3.72206, -0.00730, 2.51528)
H (-4.27906, -0.81675, -4.90427)
H (-4.73162, -0.17384, -6.54686)
H (-0.60680, 2.94648, 3.30661)
O (-5.14384, -0.94944, 4.38852)
C (6.40333, 0.41056, -1.06093)
H (6.00187, 4.97282, 0.53360)
H (1.03482, 4.31033, -3.49973)
C (-1.52753, 0.14557, -0.83929)
O (2.93478, 0.78059, 3.24287)
H (7.67511, 3.15551, 1.16054)
H (-3.52244, 0.50049, -1.42966)
O (-2.61841, 1.25559, 3.44519)
H (-6.79568, -1.21167, 6.15857)
C (-10.67074, -2.83997, 4.26037)
H (-3.93799, 3.42883, 4.08598)
O (-2.05195, 5.03285, -1.95938)
H (-7.94494, 0.88233, 0.30678)
H (4.38153, 2.20967, -3.00464)
H (0.50902, 1.79726, 2.53429)
H (0.73819, -2.53684, 1.63391)
O (-5.65849, -2.86458, 5.54854)
C (-0.25208, 2.90639, -4.39304)
C (0.24407, -3.39376, 2.11323)
O (-10.25850, -2.06006, 3.09156)
H (2.84798, 2.63006, 3.97222)
H (-4.56698, -2.39714, 7.85657)
C (3.44323, 1.76176, -3.31372)
O (4.89778, -0.12445, 2.54537)
C (-5.10872, -2.12364, 4.59656)
H (-2.31869, 0.67876, -2.78075)
O (4.40629, -4.96278, 2.27831)
C (1.16760, -3.57310, -1.82093)
H (-2.83590, -1.88845, 3.05775)
C (-5.15906, -1.53185, 7.51334)
H (-6.95499, -0.72293, 0.26364)
C (-2.61302, 0.09488, -1.90473)
C (-4.73009, 2.63735, 4.06095)
H (5.09456, 4.61692, 2.08882)
C (1.89364, 1.87514, -0.18443)
H (7.25419, -5.16372, -1.10967)
C (0.90355, -4.74174, 1.96860)
O (-1.11271, -2.43846, -0.97082)
C (2.48266, 4.48029, -7.06896)
C (3.39338, 0.25153, -3.13706)
C (-0.03967, 4.03251, -3.45121)
H (-1.30587, 1.22036, -0.62532)
H (4.65033, -5.24178, 4.26206)
C (3.62237, 1.86369, 3.89046)
H (-2.18163, 4.40026, 1.47167)
H (0.07094, 3.09346, -5.38348)
H (0.14401, -3.18072, 3.15261)
C (5.77164, 4.25625, 1.30313)
H (1.84180, 1.28919, -1.11117)
H (4.17199, -0.22031, -3.77141)
H (-0.85455, 0.54451, 4.18552)
C (4.13543, 1.50241, 5.24140)
C (-0.25164, 0.28079, -8.12119)
H (-1.29793, 0.12538, 2.43170)
C (-2.31853, -0.16513, -7.03553)
O (-8.39803, -1.55937, 4.37470)
C (-7.45443, -0.07642, 2.25031)
O (3.00539, 3.62100, 1.60896)
C (-0.54161, 2.10387, 2.67032)
H (5.41405, 0.81877, -0.83128)
H (-2.85155, -0.94285, -2.19130)
O (6.30468, -0.94275, -0.63734)
H (3.60083, -3.91552, 3.92413)
H (-3.31649, 3.36412, 0.72694)
C (-1.28263, 0.90463, 3.22583)
H (1.75141, -4.02479, -1.00040)
O (5.73892, -2.96148, -1.00651)
H (-0.93953, 1.05116, -8.52629)
C (-1.34546, 4.17286, -1.50863)
C (-9.06807, -1.46403, 3.33029)
H (7.59998, -4.46850, -2.73743)
C (3.21073, -5.04916, 1.69764)
O (5.98704, -1.60114, -2.76732)
O (3.12274, -5.29386, 0.52298)
O (-0.35628, 3.59030, -2.08254)
O (2.20811, -4.69989, 2.49143)
H (-1.26265, 2.45951, -4.37306)
C (2.99341, 3.32008, -5.04900)
H (6.50425, -5.81022, -2.61511)
H (-5.73400, 3.15428, 3.96918)
H (2.38469, -0.03679, -3.34602)
C (3.69690, 3.02371, 0.82607)
C (6.99630, 3.60827, 1.90681)
C (-4.27638, -1.01909, -5.99855)
H (5.13219, -3.79749, -2.81555)
H (-0.79400, -3.41680, 1.71389)
H (-4.39799, -0.88092, 7.12003)
H (6.51743, 0.53303, -2.16464)
H (-9.87974, -3.51316, 4.54090)
C (5.57670, -4.13770, -1.85484)
C (-0.18398, -1.73251, -1.33152)
O (-1.52174, 3.61278, -0.26646)
H (2.74020, 2.25059, -2.66675)
H (0.15968, -3.97214, -1.89951)
C (6.83721, -4.90940, -2.06788)
H (1.16076, 0.42205, -9.61468)
O (3.29288, 1.99134, 0.06968)
H (-1.83903, -0.43766, 0.06091)
C (5.94671, -1.78392, -1.58372)
H (4.41054, -1.39243, 0.63910)
H (1.41271, 1.41241, 0.68119)
O (3.20441, 4.31287, -4.38960)
O (-3.53441, 0.59031, 1.51411)
H (-6.73350, -0.68062, 2.76964)
H (-0.93195, 2.26115, 1.63538)
O (-2.81533, 0.93742, -7.03333)
H (3.57240, 0.60320, 5.60138)
C (3.34271, -1.45958, 0.66090)
C (-2.60495, 4.15630, 0.57557)
H (3.49249, 4.90212, -7.46656)
C (4.50579, -4.42198, 3.60165)
H (0.20513, -0.96039, -9.80122)
H (2.90706, -1.01937, -0.31074)
H (6.70206, 2.80247, 2.62913)
O (2.62273, 3.25477, -6.32303)
O (-0.30371, -0.41236, -1.36162)
C (-6.20558, -2.03924, 6.60922)
H (2.83465, -2.47407, 0.70875)
C (-7.15820, 0.22858, 0.78319)
H (-6.12349, 0.70642, 0.75869)
H (-4.88502, -1.96603, -6.22166)
C (-3.73296, -2.36510, 2.73530)
O (-2.97721, -1.25079, -6.59181)
H (0.30047, -5.44296, 2.59993)
O (-4.44357, -2.93497, 3.82225)
O (-4.63690, 1.97050, 2.83882)
H (7.49780, 4.31725, 2.59166)
H (1.97706, 4.09429, -7.97437)
O (-1.12453, -0.66390, -7.46567)
H (1.83105, -3.64889, -2.68898)
O (5.01097, 3.26612, 0.52908)
C (-3.54517, 1.25133, 2.52763)
H (5.36915, -3.78567, 3.58225)
H (2.02796, 5.24975, -6.47860)
H (0.27512, 0.78941, -7.37405)
H (-0.73754, 4.83387, -3.68524)
H (-3.45546, -3.17990, 2.11754)
H (0.31908, 2.07346, -3.97655)
H (-4.64158, 1.99105, 4.93515)
H (4.94216, -4.83724, -1.26805)
H (-5.47913, -1.08399, 8.43887)
H (-6.96595, -2.62449, 7.10910)
H (3.66772, 0.12846, -2.05848)
H (-10.90572, -2.15795, 5.09518)
H (1.50112, -0.96819, -8.61855)

no.,E (eV)
1,-31859.9699
2,-68387.0961
3,-80210.5554
4,-114622.1979